1.
# C5H11N

An isolated molecule of C5H11N (ωB97M-V with the def2-TZVPD basis set, the OMol25 dataset).

The geometry in XYZ format:
```
17
Properties=species:S:1:pos:R:3
C -1.30 1.81 0.12
C -0.19 0.89 -0.27
C 0.97 -1.17 -0.14
C 2.27 -0.51 -0.36
N -0.13 -0.42 -0.02
C -1.33 -1.12 0.44
H -1.72 1.61 1.11
H -2.14 1.85 -0.59
H -0.90 2.83 0.16
H 0.65 1.30 -0.80
H 0.85 -2.24 -0.13
H 3.11 -1.20 -0.23
H 2.37 -0.04 -1.36
H 2.38 0.32 0.37
H -1.86 -0.51 1.17
H -1.03 -2.05 0.93
H -1.99 -1.33 -0.40
```

Output
* Kohn-Sham gap: 7.19 eV
* charge: 0
* E_HOMO: -6.12 eV
* E_LUMO: 1.07 eV

---

2.
# C5H11N

A cluster of 2 separate species, C5H11N in total (ωB97M-V with the def2-TZVPD basis set, the OMol25 dataset).

The geometry in XYZ format:
```
17
Properties=species:S:1:pos:R:3
C -2.45 0.70 1.31
C -0.62 -0.84 -1.38
N 0.14 -0.67 -0.35
C 0.73 -1.01 0.80
C 1.20 0.22 0.12
C 2.42 0.32 -0.76
H -3.14 0.04 0.79
H -2.93 1.09 2.22
H -2.19 1.53 0.66
H -1.15 -1.77 -1.50
H -0.73 -0.02 -2.08
H -1.55 0.14 1.58
H 1.21 -1.96 0.99
H 0.84 1.18 0.52
H 3.29 0.61 -0.15
H 2.31 1.07 -1.55
H 2.64 -0.65 -1.22
```

Output
* Kohn-Sham gap: 8.36 eV
* charge: 0
* E_HOMO: -7.32 eV
* E_LUMO: 1.04 eV

---

3.
# C5H11N

An isolated molecule of C5H11N in a non-equilibrium geometry (ωB97M-V with the def2-TZVPD basis set, the OMol25 dataset).

The geometry in XYZ format:
```
17
Properties=species:S:1:pos:R:3
C -0.29 1.88 -1.06
C -0.17 1.14 0.25
C 1.03 0.17 0.28
N 0.14 -0.91 -0.19
C 0.34 -2.23 0.33
C -1.03 -0.14 0.28
H -0.02 1.21 -1.92
H -1.30 2.28 -1.22
H 0.40 2.76 -1.08
H -0.32 1.81 1.09
H 1.38 -0.03 1.30
H 1.90 0.40 -0.35
H -0.52 -2.89 0.04
H 1.27 -2.63 -0.07
H 0.39 -2.26 1.43
H -1.88 -0.16 -0.39
H -1.33 -0.40 1.30
```

Output
* Kohn-Sham gap: 9.79 eV
* SMILES: CC1CN(C)C1
* charge: 0
* E_HOMO: -8.59 eV
* E_LUMO: 1.21 eV

---

4.
# C5H11N

A cluster of 2 separate species, C5H11N in total (ωB97M-V with the def2-TZVPD basis set, the OMol25 dataset).

The geometry in XYZ format:
```
17
Properties=species:S:1:pos:R:3
C -1.67 1.93 0.79
C -1.09 -1.14 -0.93
N -0.05 -0.98 -0.16
C 0.83 -1.77 0.68
C 1.06 -0.37 0.23
C 2.07 0.29 -0.64
H -2.46 1.29 1.20
H -1.63 2.86 1.37
H -1.89 2.16 -0.25
H -1.74 -1.99 -0.76
H -1.33 -0.37 -1.65
H 0.50 -1.97 1.70
H 1.26 -2.64 0.16
H -0.70 1.41 0.87
H 2.94 0.59 -0.05
H 1.65 1.20 -1.08
H 2.41 -0.37 -1.45
```

Output
* Kohn-Sham gap (spin up / spin down): 8.10 / 8.10 eV
* charge: 0
* E_HOMO (spin up / spin down): -7.13 / -7.13 eV
* E_LUMO (spin up / spin down): 0.97 / 0.97 eV

---

5.
# C5H11N

A cluster of 2 separate species, C5H11N in total (ωB97M-V with the def2-TZVPD basis set, the OMol25 dataset).

The geometry in XYZ format:
```
17
Properties=species:S:1:pos:R:3
C 0.18 -2.50 0.96
N -0.62 -1.35 0.53
C 0.16 -0.15 0.87
C -0.81 -0.39 1.67
H 0.81 -2.82 0.12
H -0.47 -3.31 1.27
H 0.84 -2.21 1.80
H 1.10 0.26 0.55
H -1.14 -0.36 2.68
C 0.49 2.18 -1.32
C -0.48 1.02 -1.31
H 0.14 2.98 -0.66
H 1.50 1.90 -0.98
H 0.60 2.60 -2.33
H -1.42 1.21 -1.84
H -0.05 0.09 -1.70
H -0.83 0.85 -0.30
```

Output
* Kohn-Sham gap: 9.33 eV
* SMILES: CN1C=C1.CC
* charge: 0
* E_HOMO: -8.24 eV
* E_LUMO: 1.09 eV

---

6.
# C5H11N

A cluster of 4 separate species, C5H11N in total (ωB97M-V with the def2-TZVPD basis set, the OMol25 dataset).

The geometry in XYZ format:
```
17
Properties=species:S:1:pos:R:3
C -1.25 -0.03 1.00
C -0.86 0.77 -0.03
C -1.44 0.64 -1.41
N 1.20 0.19 -0.65
C 2.08 0.15 0.55
C 1.60 -0.97 -0.23
H -0.16 -1.20 1.02
H -1.09 0.27 2.03
H -2.02 -0.79 0.84
H -0.38 1.71 0.20
H -1.71 -0.40 -1.63
H -0.73 0.98 -2.17
H -2.35 1.24 -1.49
H 1.62 0.34 1.52
H 3.09 0.55 0.42
H 1.86 -1.90 -0.72
H 0.55 -1.56 0.75
```

Output
* Kohn-Sham gap: 10.18 eV
* charge: 0
* E_HOMO: -9.04 eV
* E_LUMO: 1.14 eV

---

7.
# C5H11N2

A structure of composition C5H11N2 in a non-equilibrium geometry (ωB97M-V with the def2-TZVPD basis set, the OMol25 dataset).

The geometry in XYZ format:
```
18
Properties=species:S:1:pos:R:3
C -0.02 -0.57 0.15
C 0.07 1.37 0.09
C -0.19 -2.00 0.09
C -2.36 0.52 -0.05
C 2.45 0.26 0.00
N -0.94 0.38 0.19
N 1.05 0.36 0.07
H 0.25 2.06 -0.77
H -0.07 2.19 0.85
H -0.62 -2.51 1.00
H 0.74 -2.43 -0.39
H -1.06 -2.13 -0.74
H -2.47 1.48 -0.57
H -2.58 -0.36 -0.67
H -3.05 0.61 0.87
H 2.92 -0.15 0.89
H 2.98 1.25 -0.06
H 2.90 -0.34 -0.96
```

Output
* Kohn-Sham gap: 10.46 eV
* charge: +1
* E_HOMO: -14.04 eV
* E_LUMO: -3.57 eV

---

8.
# C5H11N2

The ion C5H11N2 with charge +1 in a non-equilibrium geometry (ωB97M-V with the def2-TZVPD basis set, the OMol25 dataset).

The geometry in XYZ format:
```
18
Properties=species:S:1:pos:R:3
C -1.45 -1.28 -1.68
C -0.37 -0.82 -0.79
C 0.07 -1.38 0.53
C -0.53 -0.07 0.47
C 0.58 1.28 0.84
N 0.92 1.42 2.07
N 1.00 1.91 -0.17
H -1.53 -0.61 -2.58
H -2.36 -1.18 -1.16
H -1.42 -2.27 -2.18
H 0.49 -0.55 -1.47
H 1.22 -1.37 0.55
H -0.30 -2.19 1.12
H -1.45 0.18 0.90
H 0.92 0.71 2.68
H 1.84 1.94 2.12
H 0.66 1.65 -1.15
H 1.69 2.62 -0.12
```

Output
* Kohn-Sham gap: 11.09 eV
* SMILES: C[C@@H]1C[C@H]1C(N)=[NH2+]
* charge: +1
* E_HOMO: -14.43 eV
* E_LUMO: -3.34 eV

---

9.
# C5H11N2

A structure of composition C5H11N2 in a non-equilibrium geometry (ωB97M-V with the def2-TZVPD basis set, the OMol25 dataset).

The geometry in XYZ format:
```
18
Properties=species:S:1:pos:R:3
C -3.00 0.36 0.51
C -1.03 -1.29 -0.98
C 1.22 1.07 -1.01
C 1.44 -0.46 1.08
C 0.59 0.51 0.30
N -1.92 0.60 -0.06
N -0.98 -0.26 -0.27
H -3.70 1.18 0.53
H -3.33 -0.62 0.92
H -2.08 -1.61 -1.43
H -0.28 -1.97 -1.23
H 2.07 1.84 -0.73
H 1.65 0.35 -1.58
H 0.36 1.64 -1.58
H 1.75 -1.24 0.55
H 0.88 -0.88 1.92
H 2.23 0.07 1.42
H 0.03 1.23 0.83
```

Output
* Kohn-Sham gap: 10.58 eV
* charge: +1
* E_HOMO: -15.03 eV
* E_LUMO: -4.45 eV

---

10.
# C5H11N2

The ion C5H11N2 with charge +1 in a non-equilibrium geometry (ωB97M-V with the def2-TZVPD basis set, the OMol25 dataset).

The geometry in XYZ format:
```
18
Properties=species:S:1:pos:R:3
C -2.97 0.81 -0.17
C -2.00 -0.02 0.04
N -1.15 -0.56 1.00
C -0.91 -0.91 -0.40
C 0.43 -0.36 -0.85
N 1.24 -0.09 0.37
C 2.53 0.58 0.08
H -3.38 0.90 -1.08
H -3.40 1.55 0.52
H -1.58 -1.23 1.62
H -1.20 -1.88 -0.71
H 0.99 -1.14 -1.46
H 0.47 0.66 -1.22
H 0.77 0.56 1.10
H 1.30 -1.04 0.89
H 3.29 0.08 0.78
H 3.11 0.41 -0.82
H 2.44 1.69 0.31
```

Output
* Kohn-Sham gap: 9.64 eV
* SMILES: C=C1N[C@@H]1C[NH2+]C
* charge: +1
* E_HOMO: -13.00 eV
* E_LUMO: -3.37 eV

---

11.
# C5H11N2

The ion C5H11N2 with charge +1 in a non-equilibrium geometry (ωB97M-V with the def2-TZVPD basis set, the OMol25 dataset).

The geometry in XYZ format:
```
18
Properties=species:S:1:pos:R:3
C 0.62 -0.99 -2.08
C -0.04 0.11 -1.23
N -1.46 -0.19 -0.83
C 0.27 0.00 0.17
N 0.39 0.50 1.35
C 0.31 1.58 2.27
C 0.42 -0.95 1.38
H 0.21 -1.93 -1.62
H 1.63 -0.90 -2.36
H 0.19 -0.83 -3.12
H 0.03 1.18 -1.78
H -1.96 0.59 -0.32
H -2.10 -0.71 -1.45
H 1.29 1.66 2.68
H 0.08 2.48 1.60
H -0.39 1.37 2.99
H -0.61 -1.34 1.73
H 1.40 -1.44 1.58
```

Output
* Kohn-Sham gap (spin up / spin down): 10.80 / 10.80 eV
* SMILES: C[C@@H](N)C1=[N+](C)C1
* charge: +1
* E_HOMO (spin up / spin down): -14.31 / -14.31 eV
* E_LUMO (spin up / spin down): -3.51 / -3.51 eV

---

12.
# C5H11N2

The ion C5H11N2 with charge +1 in a non-equilibrium geometry (ωB97M-V with the def2-TZVPD basis set, the OMol25 dataset).

The geometry in XYZ format:
```
18
Properties=species:S:1:pos:R:3
C -0.48 -1.68 0.33
C -0.12 -0.42 -0.05
N -1.13 0.63 -0.22
C -2.50 0.17 0.07
N 1.34 0.06 -0.05
C 2.33 -0.80 -0.18
C 1.44 1.48 0.13
H -1.43 -2.02 0.16
H 0.28 -2.19 0.74
H -1.02 1.09 -1.22
H -2.90 1.10 0.40
H -3.01 -0.10 -0.82
H -2.53 -0.69 0.82
H 2.21 -1.89 -0.35
H 3.35 -0.40 -0.05
H 2.30 1.92 -0.22
H 0.84 1.97 -0.63
H 1.02 1.76 1.14
```

Output
* Kohn-Sham gap: 7.90 eV
* SMILES: C=C(NC)[N+](=C)C
* charge: +1
* E_HOMO: -13.15 eV
* E_LUMO: -5.25 eV

---

13.
# C5H11N2

The ion C5H11N2 with charge +1 in a non-equilibrium geometry (ωB97M-V with the def2-TZVPD basis set, the OMol25 dataset).

The geometry in XYZ format:
```
18
Properties=species:S:1:pos:R:3
C 0.43 -0.16 -2.37
N -0.23 0.25 -1.38
C 0.61 0.46 -0.20
C 1.53 1.44 -0.18
C 0.64 -0.56 0.87
C -0.58 -0.51 1.78
N -1.89 -0.61 1.08
H 1.48 -0.34 -2.64
H -0.09 -0.31 -3.32
H 2.13 1.60 0.74
H 1.56 2.33 -0.78
H 0.83 -1.58 0.51
H 1.55 -0.43 1.46
H -0.58 -1.40 2.44
H -0.52 0.37 2.41
H -2.58 -0.97 1.74
H -2.24 0.28 0.71
H -1.99 -1.31 0.33
```

Output
* Kohn-Sham gap: 9.49 eV
* SMILES: C=NC(=C)CC[NH3+]
* charge: +1
* E_HOMO: -13.08 eV
* E_LUMO: -3.59 eV

---

no.,energy (hartree)
1,-251.77717
2,-251.72086
3,-251.82101
4,-251.72158
5,-251.68538
6,-251.66881
7,-306.29650
8,-306.31643
9,-306.23984
10,-306.26282
11,-306.24943
12,-306.26559
13,-306.31325